Below is C3H4N2OS2 in the gas phase in a non-equilibrium geometry, with properties calculated with wB97M-V/def2-TZVPD.

Results
HOMO-LUMO gap	7.91	eV
HOMO level	-7.39	eV
relative energy (zero: lowest compared OMol25 entry of this formula, charge and spin)	174.62	kJ/mol
E_LUMO	0.518	eV
F_max	0.0656	hartree/bohr
SMILES string	S/N=c1/[nH]cc(S)o1

XYZ file:
```
12
C3H4N2OS2 wB97M-V/def2-TZVPD
S -2.802 -0.854 -0.001
N -1.998 0.592 0.012
C -0.749 0.662 -0.025
N -0.038 1.849 0.056
C 1.334 1.467 -0.023
C 1.425 0.118 0.016
S 2.747 -0.931 -0.001
O 0.107 -0.370 -0.035
H -1.796 -1.778 0.040
H -0.386 2.794 -0.090
H 2.184 2.118 -0.026
H 2.209 -2.176 0.105
```

Below is 12 unconnected molecules or ions with the total composition C38H90O34S5 in a non-equilibrium geometry, with properties calculated with wB97M-V/def2-TZVPD.

Results
HOMO-LUMO gap	9.48	eV
HOMO level	-9.20	eV
E_LUMO	0.286	eV
F_max	0.0852	hartree/bohr
SMILES string	O=S1(=O)OCCO1.O=S1(=O)OCCO1.O=S1(=O)OCCO1.O=S1(=O)OCCO1.O=S1(=O)OCCO1.COCCOC.COCCOC.COCCOC.COCCOC.COCCOC.COCCOC.COCCOC

XYZ file:
```
167
C38H90O34S5 wB97M-V/def2-TZVPD
O -4.053 1.762 -2.439
S -5.018 1.085 -1.649
O -6.019 1.838 -1.042
O -5.732 -0.134 -2.457
C -5.372 -1.413 -1.879
C -4.994 -1.076 -0.436
O -4.253 0.192 -0.630
H -6.217 -2.131 -1.925
H -4.423 -1.760 -2.315
H -4.137 -1.775 -0.071
H -5.802 -0.947 0.313
O -1.421 2.572 0.033
S -2.261 2.407 1.195
O -2.298 1.148 1.872
O -1.994 3.561 2.227
C -3.276 3.959 2.789
C -4.230 3.866 1.646
O -3.708 2.836 0.776
H -3.503 3.297 3.594
H -3.300 4.988 3.237
H -4.339 4.720 0.974
H -5.242 3.533 1.953
O -3.919 -1.779 3.160
S -3.392 -1.969 4.438
O -4.262 -2.168 5.549
O -2.184 -3.073 4.342
C -0.943 -2.529 4.827
C -1.020 -1.037 4.648
O -2.484 -0.734 4.754
H -0.806 -2.829 5.861
H -0.161 -2.941 4.266
H -0.607 -0.751 3.687
H -0.540 -0.453 5.459
O 1.460 -1.827 2.153
S 1.191 -0.617 1.523
O 1.363 0.617 2.198
O 2.058 -0.609 0.165
C 1.302 -0.764 -1.054
C -0.078 -0.315 -0.616
O -0.220 -0.693 0.741
H 1.738 -0.129 -1.838
H 1.366 -1.841 -1.293
H -0.863 -0.790 -1.129
H -0.174 0.749 -0.718
O 0.161 -1.300 -4.729
S 0.052 -1.760 -6.094
O 0.398 -3.132 -6.353
O -1.440 -1.394 -6.602
C -1.446 -0.014 -7.011
C -0.023 0.570 -7.002
O 0.842 -0.681 -7.037
H -1.982 0.039 -7.969
H -2.057 0.527 -6.285
H 0.254 1.229 -6.185
H 0.249 1.083 -7.924
C 3.783 -1.179 -4.708
O 4.735 -2.080 -3.989
C 4.704 -1.986 -2.557
C 5.162 -0.636 -2.022
O 6.461 -0.267 -2.397
C 6.761 0.987 -1.856
H 3.689 -0.242 -4.187
H 2.835 -1.686 -4.890
H 4.318 -0.901 -5.621
H 5.353 -2.798 -2.216
H 3.776 -2.191 -2.069
H 4.995 -0.639 -0.875
H 4.531 0.216 -2.329
H 7.730 1.373 -2.230
H 6.880 0.843 -0.744
H 5.984 1.721 -1.959
C -6.685 -4.913 0.074
O -5.524 -4.755 -0.823
C -4.262 -4.911 -0.198
C -3.163 -4.614 -1.251
O -2.994 -3.233 -1.429
C -1.940 -2.977 -2.278
H -7.055 -5.940 0.000
H -7.400 -4.221 -0.281
H -6.525 -4.585 1.071
H -4.111 -5.907 0.216
H -4.084 -4.242 0.624
H -3.469 -5.105 -2.168
H -2.308 -5.063 -0.795
H -1.951 -1.862 -2.360
H -2.105 -3.299 -3.311
H -0.948 -3.331 -1.949
C -0.823 1.758 -3.435
O -0.610 2.715 -4.520
C -1.729 3.588 -4.660
C -1.552 4.392 -5.924
O -1.681 3.585 -7.066
C -1.402 4.312 -8.304
H -1.591 1.023 -3.724
H -1.136 2.210 -2.498
H 0.063 1.153 -3.386
H -1.764 4.265 -3.753
H -2.644 2.998 -4.619
H -0.554 4.927 -5.910
H -2.258 5.231 -5.975
H -2.012 5.233 -8.360
H -1.576 3.568 -9.120
H -0.292 4.577 -8.297
C 3.053 -4.380 1.331
O 3.767 -4.511 0.103
C 3.287 -5.634 -0.611
C 1.837 -5.552 -1.104
O 1.595 -4.381 -1.790
C 2.195 -4.210 -3.038
H 3.237 -5.318 1.876
H 1.999 -4.247 1.111
H 3.466 -3.555 1.821
H 3.456 -6.525 0.016
H 3.938 -5.798 -1.516
H 1.128 -5.479 -0.208
H 1.562 -6.533 -1.650
H 1.940 -5.070 -3.714
H 3.319 -4.085 -3.067
H 1.737 -3.313 -3.516
C 1.342 5.423 -1.718
O 2.304 4.493 -1.369
C 1.940 3.452 -0.488
C 2.895 2.349 -0.811
O 2.639 1.934 -2.106
C 3.100 2.671 -3.294
H 1.703 5.771 -2.650
H 1.429 6.216 -0.975
H 0.363 4.970 -1.701
H 0.856 3.263 -0.623
H 2.057 3.769 0.507
H 2.717 1.442 -0.202
H 3.907 2.774 -0.729
H 3.950 3.322 -3.099
H 2.286 3.324 -3.643
H 3.470 1.899 -3.952
C 3.536 -3.462 5.353
O 2.185 -3.381 5.889
C 2.166 -3.258 7.329
C 2.339 -1.850 7.806
O 3.580 -1.326 7.340
C 3.517 -0.305 6.420
H 4.225 -3.810 6.110
H 3.896 -2.420 5.136
H 3.537 -4.042 4.487
H 2.937 -3.965 7.625
H 1.151 -3.643 7.616
H 2.340 -1.838 8.901
H 1.653 -1.136 7.373
H 2.927 -0.603 5.565
H 4.566 -0.086 6.109
H 3.073 0.604 6.887
C -2.920 5.339 8.080
O -2.249 5.157 6.821
C -1.393 4.035 6.772
C -0.442 4.250 5.579
O 0.556 5.291 5.829
C 1.278 5.548 4.632
H -2.202 5.249 8.830
H -3.644 4.584 8.181
H -3.372 6.348 8.124
H -1.955 3.150 6.533
H -0.830 3.930 7.711
H -0.945 4.615 4.688
H -0.022 3.274 5.372
H 0.489 6.194 4.065
H 1.517 4.598 4.124
H 2.176 6.152 4.888
```

Below is a molecular structure, C14H32O11P2S3 in a non-equilibrium geometry, with properties calculated with wB97M-V/def2-TZVPD.

Results
HOMO-LUMO gap	10.18	eV
HOMO level	-9.57	eV
E_LUMO	0.611	eV
F_max	0.0598	hartree/bohr

XYZ file:
```
62
C14H32O11P2S3 wB97M-V/def2-TZVPD
C 1.460 -2.051 -1.427
C 2.948 -1.841 -1.097
O 3.857 -2.750 -1.811
P 3.913 -4.216 -1.246
O 2.736 -4.985 -1.647
O 5.260 -4.813 -1.862
O 3.985 -4.244 0.392
P 5.437 -3.918 1.097
O 5.493 -2.499 1.478
H 1.021 -1.065 -1.638
H 1.275 -2.729 -2.261
H 0.938 -2.418 -0.548
H 3.224 -0.839 -1.427
H 3.121 -1.951 -0.024
H 5.089 -5.751 -2.035
H 5.537 -4.718 2.256
H 6.495 -4.298 0.253
C -1.833 -2.650 3.980
C -2.151 -3.739 2.947
C -2.484 -3.036 1.626
S -1.585 -1.475 1.646
O -2.526 -0.393 1.682
O -0.524 -1.521 0.671
C -0.888 -1.678 3.282
H -1.383 -3.066 4.881
H -2.752 -2.135 4.268
H -1.276 -4.379 2.813
H -2.974 -4.376 3.271
H -2.167 -3.618 0.764
H -3.545 -2.807 1.550
H -0.823 -0.709 3.771
H 0.106 -2.110 3.167
C -0.358 2.797 -5.446
C 0.381 3.217 -4.168
C -0.113 2.312 -3.033
S -0.609 0.767 -3.805
O -2.031 0.606 -3.644
O 0.319 -0.272 -3.434
C -0.281 1.275 -5.490
H 0.085 3.245 -6.336
H -1.401 3.117 -5.391
H 1.456 3.080 -4.309
H 0.214 4.267 -3.932
H 0.667 2.110 -2.303
H -0.985 2.730 -2.534
H -1.011 0.823 -6.157
H 0.723 0.938 -5.747
C -1.647 5.275 2.830
C -3.135 4.906 2.766
C -3.271 3.707 1.819
S -1.712 2.818 1.903
O -1.063 2.901 0.618
O -1.918 1.559 2.567
C -0.901 3.960 3.023
H -1.438 5.976 3.637
H -1.342 5.742 1.890
H -3.484 4.629 3.763
H -3.744 5.744 2.428
H -4.076 3.040 2.117
H -3.418 4.026 0.788
H 0.157 4.022 2.779
H -1.032 3.578 4.035
```

Below is a gas-phase ion, CHO4 (charge +1) in a non-equilibrium geometry, with properties calculated with wB97M-V/def2-TZVPD.

Results
HOMO-LUMO gap (alpha / beta)	12.93 / 7.71	eV
HOMO level (alpha / beta)	-18.01 / -18.61	eV
relative energy (zero: lowest compared OMol25 entry of this formula, charge and spin)	58.02	kJ/mol
E_LUMO (alpha / beta)	-5.076 / -10.896	eV
F_max	0.1511	hartree/bohr
spin multiplicity	3
expectation value of S²	2.007
net charge	+1

XYZ file:
```
6
CHO4 wB97M-V/def2-TZVPD
C 0.038 0.699 -0.147
O 0.390 1.790 -0.269
O -3.457 0.361 -0.041
O -2.566 0.858 -0.604
O -1.479 0.312 -0.294
H 0.500 -0.269 0.156
```